{"formula": "C55H67KN6S", "method": "wB97M-V/def2-TZVPD", "charge": -2, "homo_ha": -0.0417, "symbols": ["K", "S", "N", "N", "N", "N", "N", "N", "C", "C", "C", "C", "C", "C", "C", "C", "C", "C", "C", "C", "C", "C", "C", "C", "C", "C", "C", "C", "C", "C", "C", "C", "C", "C", "C", "C", "C", "C", "C", "C", "C", "C", "C", "C", "C", "C", "C", "C", "C", "C", "C", "C", "C", "C", "C", "C", "C", "C", "C", "C", "C", "C", "C", "H", "H", "H", "H", "H", "H", "H", "H", "H", "H", "H", "H", "H", "H", "H", "H", "H", "H", "H", "H", "H", "H", "H", "H", "H", "H", "H", "H", "H", "H", "H", "H", "H", "H", "H", "H", "H", "H", "H", "H", "H", "H", "H", "H", "H", "H", "H", "H", "H", "H", "H", "H", "H", "H", "H", "H", "H", "H", "H", "H", "H", "H", "H", "H", "H", "H", "H"], "coordinates": [[0.36362, -0.03323, -0.11612], [-4.67494, -2.25355, 0.06887], [0.00860, -0.38618, 2.26412], [0.81021, 2.30276, -0.88709], [-3.35851, -0.73494, -1.68931], [-1.64656, 1.38558, 0.50101], [2.47570, 0.55294, 0.89586], [-3.09247, -3.02444, -1.90177], [-4.48859, 4.80655, 0.05914], [3.10083, 4.42620, -2.91583], [-2.61556, 0.86775, 1.28070], [4.46054, -0.47188, 1.43584], [3.24361, 2.04372, -0.86430], [-2.12662, -3.59576, -4.10110], [3.44242, 1.06625, 0.12159], [2.03724, 2.64736, -1.29216], [-1.11239, -1.74806, 3.73232], [-2.00353, -6.27068, -0.61225], [-5.18918, 1.23828, 1.65588], [-1.42172, -4.21301, 1.13799], [4.76456, -1.41792, -2.51837], [1.94640, 3.78979, -2.20959], [5.82406, -0.94867, 3.50869], [-5.30078, 1.90807, 3.02509], [-2.64992, 0.76704, -3.49396], [3.51643, -1.01376, -2.98425], [-0.00097, 5.23748, -3.05141], [0.62628, 4.10547, -2.30083], [6.71529, 1.98322, 0.50931], [-3.61328, 2.44222, 0.00203], [-2.41526, -0.12538, 2.26566], [-0.24862, 6.46276, -2.17455], [2.36269, -1.63968, -2.56101], [0.88069, -3.05185, 4.70955], [-0.90198, -5.46231, -0.83769], [0.56243, -3.51289, -0.21127], [-1.90777, -2.93772, -2.75363], [-3.65319, -2.00218, -1.24381], [5.40672, -1.40905, 2.11232], [1.22010, -3.50745, -1.37458], [-2.75836, -1.55484, 5.63860], [-0.08478, 3.15657, -1.43817], [3.56704, 3.62218, -4.12751], [2.38948, -2.71990, -1.64996], [-2.25722, -2.38059, 4.45566], [3.65575, -3.07386, -1.14834], [0.90111, -1.16279, 2.88089], [-2.18614, 2.34305, -0.26829], [-3.88501, 1.51208, 0.97431], [-3.59354, -0.34165, -3.07390], [4.72910, 0.43851, 0.46874], [-2.52527, -5.02162, 1.36307], [-0.59473, -4.40703, 0.02927], [6.04761, 0.77662, -0.14606], [-4.55173, 3.43462, -0.60999], [1.52558, -2.44680, 5.95462], [-1.45306, 3.15338, -1.17397], [3.01418, -0.38836, 1.69670], [2.29798, -1.16545, 2.60783], [-2.82852, -6.05550, 0.48856], [-1.22824, -0.70177, 2.72041], [0.21641, -2.03824, 3.83446], [4.81118, -2.44505, -1.58081], [-4.32822, 3.54826, -1.67742], [6.89442, 1.79689, 1.56979], [0.77509, -1.96017, 6.58119], [5.91059, 0.96763, -1.21434], [4.42132, 4.09455, -4.61926], [2.88242, -1.88722, 3.17163], [-0.24328, -5.61880, -1.68432], [-1.64228, -1.88659, -2.85247], [-1.61095, 0.44472, -3.40953], [-6.24968, 1.67078, 3.51271], [-4.49047, 1.58060, 3.67752], [3.85451, 2.61226, -3.83248], [6.07257, 2.86179, 0.44151], [-1.96863, -3.37828, 4.80254], [1.64277, -3.58473, 4.13079], [6.71356, -0.09114, -0.09074], [6.29572, -1.54503, 1.48818], [4.14192, 2.39222, -1.36570], [-2.83964, 1.06716, -4.52710], [0.63551, 5.51642, -3.89852], [-1.20265, -3.39008, 1.80893], [2.76268, 3.52512, -4.85974], [-0.94897, 4.90903, -3.49035], [2.03332, -3.20720, 6.55388], [-3.68385, -0.05357, -1.00899], [-4.75948, 4.73142, 1.11376], [-0.73636, 7.26798, -2.72950], [-0.87572, 6.20304, -1.32114], [7.67221, 2.21971, 0.03645], [-5.16489, 5.52023, -0.41940], [-3.16710, -4.81731, 2.21190], [-3.46289, -1.21865, -3.71014], [4.94972, -0.81132, 4.14583], [-2.22332, -7.07842, -1.30425], [0.15461, -3.81508, 5.00824], [-6.01442, 1.57180, 1.01703], [3.71396, -3.87763, -0.42241], [2.83626, 5.44212, -3.22874], [3.93803, 4.53839, -2.21878], [-3.69969, -6.67794, 0.65253], [-3.60582, -2.03579, 6.13305], [2.25776, -1.68603, 5.67931], [-5.57684, 3.05189, -0.55927], [-3.47558, 5.20887, 0.01559], [-3.25676, -3.91880, -1.45691], [-2.75506, 1.64199, -2.85402], [0.78462, -2.86326, 0.65068], [-1.19466, -3.60500, -4.66564], [-2.44225, -4.63256, -3.96765], [6.34256, 0.01114, 3.46134], [4.94286, -2.39898, 2.18172], [-1.96463, -1.41246, 6.37514], [-3.07476, -0.56329, 5.31168], [-5.22297, 2.99355, 2.93593], [-4.64270, -0.03240, -3.19440], [-2.03807, 3.89376, -1.71549], [-1.05700, -3.39854, -2.24183], [-3.32549, -0.49923, 2.72474], [5.66919, -0.92480, -2.85287], [-3.08091, -2.54213, 3.75131], [-5.31776, 0.15707, 1.75359], [3.43571, -0.18695, -3.68318], [5.76620, -2.75676, -1.16850], [0.69369, 6.84370, -1.77556], [-2.89352, -3.08877, -4.69185], [6.48716, -1.67199, 3.99011], [1.40996, -1.31481, -2.96794]], "atomic_forces_ev_per_a": [[-0.533, -1.085, -1.390], [0.006, -0.003, -0.030], [-0.025, 0.239, 0.371], [0.048, 0.150, 0.247], [-0.192, -0.047, 0.383], [0.203, 0.124, 0.177], [0.172, 0.311, 0.277], [0.083, -0.112, -0.018], [0.004, 0.084, 0.061], [0.045, 0.163, 0.100], [0.065, -0.005, 0.033], [0.092, -0.036, 0.016], [0.041, 0.032, -0.048], [-0.021, -0.082, -0.059], [-0.132, 0.117, 0.096], [0.061, -0.044, 0.125], [0.031, -0.085, 0.080], [-0.009, -0.031, -0.090], [-0.064, -0.063, -0.134], [0.015, 0.032, -0.074], [0.016, -0.043, 0.043], [-0.030, 0.004, -0.073], [0.019, 0.057, 0.069], [0.027, 0.033, 0.058], [0.021, 0.055, -0.086], [0.042, 0.173, 0.045], [0.018, -0.055, -0.194], [0.000, 0.002, 0.020], [0.044, 0.077, 0.058], [-0.041, -0.009, 0.056], [-0.061, 0.003, -0.043], [0.020, 0.085, 0.096], [-0.085, -0.011, -0.004], [-0.023, -0.166, -0.089], [0.014, -0.035, 0.059], [-0.172, -0.041, 0.082], [0.139, 0.088, 0.175], [-0.081, 0.139, 0.020], [0.020, -0.139, -0.098], [0.155, -0.033, -0.097], [-0.007, 0.087, 0.076], [0.032, -0.034, 0.065], [0.005, -0.072, -0.117], [-0.293, -0.005, -0.123], [-0.050, -0.159, -0.091], [0.230, -0.021, 0.016], [0.158, 0.096, -0.023], [0.144, 0.083, -0.015], [-0.045, 0.025, -0.027], [-0.022, -0.160, -0.084], [0.057, 0.010, -0.007], [-0.015, 0.008, 0.038], [0.123, 0.040, 0.129], [0.023, -0.135, -0.130], [-0.090, -0.104, -0.126], [0.041, 0.072, 0.088], [-0.077, 0.004, 0.016], [-0.103, 0.111, 0.032], [-0.064, -0.024, 0.109], [-0.040, -0.010, 0.025], [0.066, 0.120, -0.030], [-0.043, -0.034, 0.016], [0.000, -0.001, 0.011], [0.012, 0.004, 0.028], [0.011, -0.021, 0.021], [-0.019, -0.007, -0.003], [-0.028, 0.031, 0.031], [0.027, 0.003, -0.004], [-0.008, -0.025, -0.010], [-0.010, 0.015, -0.024], [-0.003, -0.045, -0.064], [0.018, -0.022, -0.012], [-0.029, -0.009, 0.000], [0.022, -0.017, 0.013], [0.012, -0.011, 0.026], [-0.031, 0.020, -0.017], [0.020, 0.034, 0.025], [0.004, 0.043, 0.008], [0.000, 0.022, 0.043], [0.010, 0.042, 0.021], [0.019, 0.005, -0.004], [-0.009, -0.008, -0.020], [-0.003, 0.013, 0.040], [-0.023, 0.000, 0.015], [-0.021, 0.021, 0.010], [0.003, -0.002, 0.038], [-0.002, -0.018, 0.013], [0.036, 0.076, -0.116], [-0.014, -0.015, 0.008], [-0.019, 0.017, -0.027], [-0.026, -0.023, 0.005], [0.019, 0.006, -0.016], [-0.011, 0.014, -0.008], [-0.023, -0.023, -0.008], [-0.015, 0.108, 0.057], [-0.032, -0.004, 0.004], [-0.008, -0.009, 0.024], [-0.007, 0.042, 0.018], [0.019, 0.027, 0.023], [0.008, -0.010, -0.015], [-0.022, -0.034, -0.020], [-0.018, -0.014, -0.009], [-0.020, -0.011, 0.010], [-0.015, -0.022, 0.015], [0.007, 0.005, -0.028], [0.021, 0.022, 0.020], [0.026, -0.005, -0.020], [0.016, -0.013, -0.017], [-0.036, -0.007, 0.021], [0.099, -0.021, -0.077], [0.048, 0.025, -0.020], [0.007, -0.024, 0.012], [0.009, 0.010, -0.019], [-0.021, 0.038, 0.012], [0.011, -0.023, 0.005], [-0.002, 0.012, -0.035], [-0.007, 0.022, -0.014], [0.077, 0.052, 0.019], [-0.007, 0.017, 0.004], [-0.100, 0.006, -0.133], [-0.013, -0.014, 0.033], [0.013, -0.014, -0.004], [0.011, 0.041, 0.014], [0.018, 0.004, 0.037], [0.038, 0.003, 0.005], [0.026, 0.009, 0.004], [0.016, -0.006, -0.009], [-0.012, 0.013, -0.001], [0.017, -0.022, -0.004], [-0.047, -0.066, 0.007]]}